Entry from OMol25: C29H37ClN3O4S2Ti as an isolated structure at a distorted geometry (ωB97M-V/def2-TZVPD).

XYZ file:
```
77
Properties=species:S:1:pos:R:3:forces:R:3:lowdin_charge:R:1
Ti -0.93289 -0.19702 -0.11206 0.25 -1.50 -0.59 0.925
C -3.81710 -1.73210 0.77916 -0.47 -0.01 -0.61 -0.167
C -2.68711 -2.73713 0.90178 0.15 0.34 -0.04 -0.191
N -1.48341 -2.05282 1.39823 1.01 0.17 -0.44 -0.127
C -1.58222 -1.66400 2.81432 -1.06 -0.70 0.75 -0.218
C -1.48717 -0.14825 3.18602 0.27 -0.63 -0.38 -0.379
S -1.68782 1.09699 1.86523 0.11 0.11 0.35 0.945
C -3.47003 1.32090 1.67635 0.06 -0.16 -0.88 -0.381
C -4.12001 0.69139 0.41665 0.41 -0.33 0.39 -0.226
N -3.47075 -0.54393 -0.03694 0.32 -0.43 0.56 -0.089
H -4.69652 -2.24552 0.38012 0.00 -0.02 -0.15 0.133
H -4.15393 -1.38705 1.74802 0.19 0.16 0.43 0.110
H -2.99777 -3.55329 1.54781 -0.09 -0.12 0.38 0.124
H -2.46224 -3.19047 -0.05391 0.12 0.15 -0.30 0.111
H -0.63658 -2.64012 1.26763 -0.95 0.53 0.05 0.139
H -2.57179 -2.03998 3.18718 0.75 0.34 -0.26 0.121
H -0.84370 -2.26534 3.38676 -0.26 0.74 -0.19 0.133
H -2.23699 0.11743 3.92999 0.20 -0.14 0.22 0.082
H -0.47034 -0.00321 3.56443 -0.45 0.41 0.08 0.047
H -3.90858 0.98036 2.58962 -0.42 -0.28 0.57 0.069
H -3.62458 2.38782 1.61768 -0.09 0.33 0.11 0.080
H -5.18073 0.55321 0.65033 -0.05 -0.07 -0.12 0.128
H -4.03371 1.35521 -0.42401 0.00 0.55 -0.16 0.108
H -3.73765 -0.69115 -1.01381 0.30 -0.07 0.31 0.123
Cl -3.34885 0.58507 -6.89820 -0.19 -0.08 -0.54 0.681
C -2.82908 0.77021 -5.26912 0.22 0.61 -0.25 -0.710
C -2.69280 2.06709 -4.74841 0.20 -1.24 0.81 -0.105
C -2.29859 2.13535 -3.41860 -0.11 0.04 1.04 -0.031
C -2.02549 0.99934 -2.59492 0.40 0.07 -0.30 -0.306
O -1.64641 1.13307 -1.30750 -0.38 0.57 -0.83 -0.250
C -2.10880 -0.30169 -3.20006 0.37 0.84 0.66 -0.185
C -1.76299 -1.53463 -2.58050 -0.40 0.16 -0.64 -0.235
O -1.19368 -1.69929 -1.43326 0.39 0.85 1.36 -0.224
C -2.51369 -0.32879 -4.53802 -0.67 -2.17 -0.44 -0.098
H -2.90939 2.92359 -5.35465 -0.06 0.31 -0.04 0.100
H -2.26354 3.11138 -2.93324 0.13 -0.19 -0.05 0.114
H -1.95133 -2.44836 -3.13108 -0.10 -0.14 -0.30 0.120
H -2.66018 -1.36988 -4.92603 0.17 1.21 -0.15 0.133
C 1.02438 2.65116 -2.33612 -0.99 1.65 -0.49 -0.016
N 1.19739 1.40230 -3.00973 0.20 -1.30 0.48 -0.104
C 1.25126 1.38961 -4.45192 0.94 0.41 -0.41 -0.005
C 1.15022 0.27436 -2.30619 -0.35 0.33 1.13 -0.407
C 1.28764 -1.06463 -2.95894 0.18 0.57 -1.12 0.027
O 0.99625 0.32149 -1.03687 -0.26 -0.29 -0.86 -0.161
H 1.83315 3.35658 -2.55479 0.02 -0.28 -0.02 0.107
H 0.90714 2.52646 -1.28125 0.22 -0.27 0.49 0.081
H 0.07417 3.12378 -2.66731 0.54 -0.25 -0.03 0.097
H 0.28993 1.22938 -4.89885 -0.68 -0.11 -0.16 0.089
H 1.95748 0.65492 -4.82606 -0.04 -0.26 0.11 0.096
H 1.64647 2.34310 -4.79984 -0.17 0.11 0.10 0.104
H 2.27833 -1.14893 -3.40577 0.20 -0.05 0.11 0.102
H 0.59383 -1.16888 -3.80567 0.02 -0.01 0.37 0.101
H 1.12773 -1.83790 -2.23572 -0.11 -0.29 0.24 0.075
O 0.68712 -0.37142 1.46235 0.80 0.37 -0.04 -0.614
S 1.90362 0.57259 1.68403 -2.32 0.13 -0.86 1.104
C 2.17379 0.57267 3.40501 -0.14 0.58 1.04 -0.421
C 2.73042 -0.52207 4.01709 0.77 -0.98 0.29 -0.064
C 3.04465 -0.50259 5.37856 -0.16 -1.13 -1.06 -0.051
C 2.72171 0.59248 6.12496 0.31 0.56 1.18 -0.074
C 2.14435 1.69958 5.54155 -0.76 0.56 -0.82 -0.054
C 1.84373 1.70019 4.17279 0.55 -0.57 0.49 -0.054
C 3.32070 -0.25658 1.09482 -1.14 0.65 0.22 -0.415
C 3.19745 -1.27268 0.18565 0.47 -0.59 0.21 -0.055
C 4.41241 -1.74386 -0.28830 0.57 -0.18 -0.21 -0.049
C 5.60682 -1.16394 0.13166 0.14 0.09 -0.54 -0.057
C 5.65971 -0.07507 0.99700 0.39 -0.42 -0.33 -0.045
C 4.46918 0.39156 1.46545 0.37 -0.24 -0.05 -0.096
H 2.98968 -1.39011 3.40421 -0.05 0.21 0.30 0.130
H 3.51191 -1.38011 5.81584 -0.06 0.19 0.03 0.119
H 2.95680 0.61283 7.19015 -0.07 -0.02 -0.27 0.122
H 1.88599 2.57728 6.13236 0.12 -0.24 -0.10 0.117
H 1.38916 2.56043 3.73454 -0.20 0.44 -0.36 0.108
H 2.22227 -1.67679 -0.06482 0.24 0.07 -0.04 0.108
H 4.51523 -2.55302 -1.00592 -0.39 0.05 0.10 0.115
H 6.49722 -1.52775 -0.34667 0.41 -0.13 0.16 0.107
H 6.57558 0.41301 1.30121 0.13 -0.18 -0.20 0.119
H 4.42360 1.23620 2.10849 0.00 0.58 0.52 0.115
```
Forces are in eV/Å.

Calculated values
<S²> = 2.03
charge = +1
gap between HOMO and LUMO (spin up / spin down) = 5.71 / 7.74 eV
ΔE to the lowest compared entry with this formula, charge and spin = 0.00 kcal per mole
2S+1 = 3
HOMO energy (spin up / spin down) = -7.90 / -9.92 eV